#a
Density functional theory data (ωB97M-V with the def2-TZVPD basis set) for a structure of composition C32H43CaI2N3O3PSb2Te.

Positions of all 88 atoms, in Å:
Ca  -0.27  1.24  -0.42
C  -2.31  0.94  3.87
C  -3.24  -0.07  3.64
C  -3.17  -0.79  2.46
C  -2.19  -0.47  1.53
N  -1.29  0.50  1.75
C  -1.36  1.18  2.90
C  -2.05  -1.22  0.23
C  -3.00  -2.12  -0.23
C  -2.75  -2.78  -1.42
C  -1.58  -2.52  -2.13
C  -0.70  -1.57  -1.63
N  -0.95  -0.96  -0.47
C  0.54  -1.12  -2.35
C  0.93  -1.70  -3.55
C  2.04  -1.21  -4.20
C  2.74  -0.15  -3.65
C  2.29  0.35  -2.44
N  1.23  -0.12  -1.79
H  -2.32  1.52  4.78
H  -4.00  -0.29  4.37
H  -3.87  -1.59  2.27
H  -0.60  1.94  3.04
H  -3.92  -2.30  0.31
H  -3.47  -3.49  -1.81
H  -1.39  -3.04  -3.05
H  0.38  -2.53  -3.97
H  2.36  -1.65  -5.14
H  3.61  0.27  -4.12
H  2.83  1.16  -1.96
I  -2.52  3.35  0.14
C  -1.08  4.41  1.30
I  0.95  3.83  0.91
H  -1.22  4.26  2.36
H  -1.11  5.46  1.04
C  2.01  -5.18  -0.33
Sb  2.48  -3.13  0.03
C  3.52  -2.85  -1.82
C  4.26  -3.55  1.18
C  5.16  -2.37  1.36
C  6.25  -2.22  0.49
C  7.14  -1.18  0.62
C  6.98  -0.26  1.64
C  5.91  -0.39  2.51
C  4.98  -1.42  2.37
C  3.82  -1.47  3.31
Sb  2.24  -0.08  2.82
C  3.27  1.66  3.53
C  1.24  -0.47  4.68
H  2.85  -5.67  -0.84
H  1.12  -5.27  -0.94
H  1.83  -5.69  0.62
H  4.37  -3.53  -1.85
H  3.88  -1.83  -1.93
H  2.85  -3.08  -2.65
H  4.78  -4.34  0.63
H  3.94  -3.99  2.13
H  6.40  -2.97  -0.28
H  7.98  -1.10  -0.07
H  7.69  0.55  1.77
H  5.80  0.32  3.32
H  4.10  -1.19  4.33
H  3.36  -2.46  3.37
H  3.66  1.48  4.53
H  2.59  2.51  3.56
H  4.09  1.90  2.86
H  1.90  -0.17  5.49
H  1.03  -1.53  4.76
H  0.30  0.07  4.77
C  -2.58  -0.06  -6.32
C  -1.91  0.23  -5.00
O  -2.15  1.62  -4.69
P  -2.15  2.11  -3.18
O  -0.90  1.58  -2.48
Te  -4.13  1.54  -2.03
O  -2.10  3.67  -3.36
C  -0.89  4.37  -3.74
C  -1.11  5.05  -5.08
H  -2.33  -1.07  -6.65
H  -2.24  0.64  -7.09
H  -3.66  0.01  -6.23
H  -0.83  0.08  -5.04
H  -2.33  -0.39  -4.20
H  -0.06  3.67  -3.78
H  -0.70  5.09  -2.95
H  -1.33  4.31  -5.85
H  -0.22  5.60  -5.37
H  -1.95  5.75  -5.02

Calculated values
frontier orbital gap	6.5	eV
LUMO energy	-3.102	eV
net charge	+1

=====

#b
Density functional theory data (ωB97M-V with the def2-TZVPD basis set) for a structure of composition C32H43CaI2N3O3PSb2Te.

Positions of all 88 atoms, in Å:
Ca  -0.05  0.92  -0.40
C  -0.26  2.10  4.18
C  0.84  1.45  4.71
C  1.51  0.52  3.93
C  1.06  0.28  2.64
N  0.02  0.93  2.11
C  -0.63  1.81  2.88
C  1.75  -0.72  1.76
C  2.67  -1.64  2.25
C  3.26  -2.52  1.36
C  2.93  -2.46  0.02
C  2.00  -1.52  -0.40
N  1.43  -0.68  0.46
C  1.58  -1.41  -1.83
C  2.39  -1.86  -2.85
C  1.95  -1.76  -4.16
C  0.70  -1.21  -4.41
C  -0.04  -0.78  -3.32
N  0.38  -0.86  -2.06
H  -0.81  2.84  4.75
H  1.18  1.67  5.71
H  2.38  0.01  4.32
H  -1.47  2.31  2.43
H  2.90  -1.69  3.30
H  3.97  -3.26  1.72
H  3.37  -3.16  -0.69
H  3.36  -2.28  -2.64
H  2.57  -2.10  -4.98
H  0.31  -1.12  -5.41
H  -1.02  -0.34  -3.48
I  -0.64  3.98  -0.08
C  -2.49  3.91  -1.22
I  -2.61  2.07  -2.29
H  -2.46  4.70  -1.96
H  -3.37  3.98  -0.59
C  -0.78  -5.78  1.52
Sb  -1.20  -4.10  0.25
C  -0.70  -5.17  -1.55
C  -3.31  -4.53  0.04
C  -4.06  -4.32  1.32
C  -4.13  -5.40  2.21
C  -4.79  -5.31  3.42
C  -5.42  -4.12  3.77
C  -5.37  -3.06  2.89
C  -4.70  -3.12  1.66
C  -4.74  -1.89  0.80
Sb  -3.13  -0.44  1.02
C  -3.14  -0.62  3.16
C  -4.48  1.23  0.94
H  -1.26  -6.68  1.11
H  -1.15  -5.60  2.52
H  0.30  -5.94  1.57
H  -1.26  -6.10  -1.57
H  0.37  -5.39  -1.57
H  -0.95  -4.58  -2.43
H  -3.35  -5.58  -0.26
H  -3.69  -3.93  -0.79
H  -3.67  -6.33  1.92
H  -4.83  -6.17  4.08
H  -5.96  -4.03  4.70
H  -5.89  -2.14  3.14
H  -5.60  -1.30  1.11
H  -4.85  -2.11  -0.26
H  -4.16  -0.45  3.51
H  -2.47  0.09  3.63
H  -2.83  -1.63  3.43
H  -5.19  1.17  1.77
H  -5.02  1.21  -0.01
H  -3.94  2.18  1.00
C  5.19  0.62  -2.52
C  4.41  1.89  -2.77
O  4.02  2.44  -1.49
P  2.50  2.82  -1.22
O  1.58  1.65  -1.54
Te  2.42  3.62  1.01
O  2.14  3.92  -2.32
C  2.73  5.23  -2.26
C  2.45  5.92  -3.58
H  5.48  0.17  -3.47
H  4.59  -0.09  -1.96
H  6.09  0.83  -1.95
H  3.52  1.69  -3.38
H  5.01  2.64  -3.27
H  3.80  5.14  -2.07
H  2.28  5.77  -1.42
H  2.94  5.39  -4.40
H  2.83  6.94  -3.55
H  1.38  5.95  -3.78

Calculated values
frontier orbital gap	6.7	eV
LUMO energy	-2.928	eV
net charge	+1

=====

Verdict on stability: #b comes out on top.

=====

#a
Density functional theory data (ωB97M-V with the def2-TZVPD basis set) for a cluster of 2 separate species, C2H3BrO2 in total.

Positions of all 8 atoms, in Å:
C  0.13  0.40  -0.53
C  -0.36  -0.62  0.57
O  -0.61  1.26  -1.21
O  0.30  1.74  -0.29
Br  1.18  -1.30  1.51
H  1.42  -0.07  -1.54
H  -1.00  -1.47  0.39
H  -1.06  0.06  1.11

Calculated values
frontier orbital gap	11.1	eV
LUMO energy	0.530	eV

=====

#b
Density functional theory data (ωB97M-V with the def2-TZVPD basis set) for a cluster of 3 separate species, C2H3BrO2 in total.

Positions of all 8 atoms, in Å:
C  0.66  -0.83  -0.12
C  -0.08  0.22  -0.19
O  -2.55  0.59  0.19
O  -0.78  1.16  -0.20
Br  3.70  -0.01  -0.23
H  0.92  -1.07  0.86
H  0.81  -1.52  -0.82
H  -2.67  1.46  0.50

Calculated values
frontier orbital gap (alpha / beta)	4.1 / 4.1	eV
LUMO energy (alpha / beta)	-4.515 / -4.514	eV

=====

Verdict on stability: #a comes out on top.

=====

#a
Density functional theory data (ωB97M-V with the def2-TZVPD basis set) for an isolated molecule of C16H19NO.

Positions of all 37 atoms, in Å:
C  5.06  0.94  0.05
H  6.06  0.95  -0.38
O  4.43  -0.21  -0.46
C  3.14  -0.47  -0.09
C  2.57  -1.62  -0.62
C  1.28  -1.97  -0.31
C  0.51  -1.19  0.55
C  1.09  -0.05  1.08
C  2.39  0.32  0.77
H  2.79  1.22  1.21
H  0.51  0.58  1.75
C  -0.92  -1.54  0.82
H  -1.04  -2.62  0.84
H  -1.23  -1.14  1.79
C  -1.83  -0.94  -0.27
C  -1.69  0.56  -0.27
C  -2.29  1.34  0.72
C  -2.11  2.71  0.73
C  -1.33  3.33  -0.23
C  -0.73  2.56  -1.21
C  -0.91  1.19  -1.23
H  -0.43  0.60  -2.00
H  -0.11  3.03  -1.97
H  -1.19  4.40  -0.21
H  -2.58  3.30  1.50
H  -2.89  0.88  1.48
C  -3.30  -1.39  -0.10
N  -3.56  -2.77  -0.46
H  -3.31  -2.94  -1.43
H  -3.02  -3.40  0.12
H  -3.61  -1.26  0.94
H  -3.94  -0.76  -0.73
H  -1.48  -1.31  -1.24
H  0.85  -2.87  -0.74
H  3.17  -2.23  -1.29
H  5.13  0.91  1.14
H  4.53  1.85  -0.25

Calculated values
frontier orbital gap	9.1	eV
SMILES string	COc1ccc(C[C@@H](CN)c2ccccc2)cc1
LUMO energy	0.852	eV

=====

#b
Density functional theory data (ωB97M-V with the def2-TZVPD basis set) for a cluster of 2 separate species, C16H19NO in total.

Positions of all 37 atoms, in Å:
C  -5.24  0.15  -2.22
C  -3.76  0.11  -2.13
C  -3.09  -1.12  -2.13
C  -1.73  -1.18  -2.12
C  -0.94  0.00  -2.10
O  0.30  -0.05  -2.12
C  -1.64  1.25  -2.09
C  -3.00  1.29  -2.11
H  -5.61  1.18  -2.25
H  -5.58  -0.35  -3.12
H  -5.69  -0.35  -1.36
H  -3.67  -2.02  -2.14
H  -1.22  -2.13  -2.13
H  -1.06  2.15  -2.09
H  -3.51  2.23  -2.11
C  3.00  -2.22  -0.73
N  2.87  -1.23  0.34
C  4.11  -0.84  1.03
C  1.62  -0.93  0.83
C  1.32  0.15  1.68
C  2.16  1.29  1.76
C  1.88  2.31  2.63
C  0.75  2.25  3.43
C  -0.12  1.17  3.34
C  0.15  0.14  2.48
H  4.04  -2.41  -0.96
H  2.52  -3.15  -0.43
H  2.50  -1.85  -1.62
H  4.83  -1.66  1.00
H  4.54  0.04  0.55
H  3.90  -0.61  2.07
H  0.83  -1.63  0.60
H  2.98  1.38  1.07
H  2.54  3.15  2.70
H  0.54  3.05  4.12
H  -1.01  1.14  3.94
H  -0.51  -0.71  2.41

Calculated values
frontier orbital gap	3.3	eV
LUMO energy	-1.866	eV

=====

Verdict on stability: #a comes out on top.

=====

#a
Density functional theory data (ωB97M-V with the def2-TZVPD basis set) for the ion C9H15N2 with charge +1.

Positions of all 26 atoms, in Å:
C  -0.89  -2.85  0.66
C  -0.16  -1.72  0.55
C  -2.21  -2.54  -0.04
C  -3.30  -3.32  -0.25
C  -0.29  0.27  -0.78
C  -1.14  1.39  -1.07
C  2.92  1.27  0.95
C  1.13  0.55  -0.77
C  1.41  1.37  0.54
N  -2.06  -1.25  -0.45
N  -0.85  -0.75  -0.14
H  -0.76  -3.81  1.20
H  0.95  -1.50  0.74
H  -4.30  -2.89  -0.55
H  -3.31  -4.33  -0.05
H  -1.21  1.66  -2.18
H  -2.32  1.36  -0.85
H  -0.69  2.33  -0.70
H  2.96  0.25  1.43
H  3.60  1.55  0.14
H  3.08  1.99  1.77
H  1.38  1.21  -1.65
H  1.77  -0.35  -0.86
H  1.26  2.34  0.26
H  0.73  1.29  1.31
H  -2.90  -0.80  -0.93

Calculated values
frontier orbital gap (alpha / beta)	6.9 / 6.9	eV
SMILES string	C=c1cc/[n+](=C(/C)CCC)[nH]1
LUMO energy (alpha / beta)	-4.796 / -4.794	eV
net charge	+1

=====

#b
Density functional theory data (ωB97M-V with the def2-TZVPD basis set) for a cluster of 2 separate species, C9H15N2 in total.

Positions of all 26 atoms, in Å:
C  1.47  -0.86  -1.00
C  2.83  -0.76  -0.99
C  2.10  0.21  0.88
C  0.99  -0.24  0.18
C  -1.35  0.25  1.44
C  -0.36  -0.07  0.47
C  -1.72  -0.56  0.18
C  -1.70  -2.00  0.29
C  -2.33  0.08  -1.11
N  3.18  -0.21  0.22
N  0.30  2.68  0.11
H  0.79  -1.26  -1.71
H  3.52  -1.13  -1.76
H  2.08  0.52  1.89
H  -1.38  -0.28  2.37
H  -1.65  1.31  1.42
H  -1.49  -2.33  1.26
H  -0.98  -2.40  -0.40
H  -2.71  -2.47  0.00
H  -3.32  -0.50  -1.36
H  -1.59  0.25  -1.91
H  -2.75  1.07  -1.04
H  4.13  0.02  0.59
H  1.27  2.32  0.47
H  0.24  3.63  0.47
H  0.44  2.73  -0.98

Calculated values
frontier orbital gap	8.3	eV
LUMO energy	-5.126	eV
net charge	+1

=====

Verdict on stability: #b comes out on top.

=====

#a
Density functional theory data (ωB97M-V with the def2-TZVPD basis set) for an isolated molecule of CH2F2O.

Positions of all 6 atoms, in Å:
C  0.60  -0.02  0.25
O  -0.65  -0.06  -0.37
F  1.21  1.10  -0.15
F  1.30  -1.06  -0.11
H  0.58  0.10  1.29
H  -0.46  0.37  -1.22

Calculated values
frontier orbital gap	13.2	eV
SMILES string	OC(F)F
LUMO energy	0.964	eV

=====

#b
Density functional theory data (ωB97M-V with the def2-TZVPD basis set) for a cluster of 2 separate species, CH2F2O in total.

Positions of all 6 atoms, in Å:
C  0.44  0.08  -0.41
O  -1.35  -0.51  0.28
F  1.21  -0.92  0.07
F  0.64  1.22  0.23
H  0.29  0.27  -1.40
H  -1.23  -0.14  1.24

Calculated values
frontier orbital gap	10.9	eV
LUMO energy	0.386	eV

=====

Verdict on stability: #a comes out on top.